Molecular formula: C31H27Cl5CuNOTe
Method: DFT, wB97M-V/def2-TZVPD

Element x y z (Å)
Cu 1.342 -0.705 2.599
Cl 0.971 -3.999 2.154
C 2.536 -3.321 1.762
C 2.730 -1.984 2.037
C 3.981 -1.484 1.709
Cl 4.317 0.199 2.057
C 4.988 -2.248 1.117
Cl 6.531 -1.560 0.724
C 4.740 -3.592 0.838
Cl 5.968 -4.567 0.106
C 3.497 -4.139 1.166
Cl 3.166 -5.803 0.811
C 0.820 1.257 -6.226
C 0.732 1.146 -4.722
C 1.852 0.857 -3.956
C 1.789 0.757 -2.566
C 3.069 0.432 -1.817
C 0.556 0.942 -1.913
Te 0.561 0.773 0.271
N 0.206 0.763 2.737
C -0.253 1.439 3.781
O -0.218 0.966 4.935
C -0.905 2.791 3.577
C -1.950 3.132 4.430
C -2.606 4.349 4.294
C -2.205 5.253 3.312
C -1.143 4.929 2.474
C -0.499 3.701 2.604
C -0.922 -0.757 0.200
C -2.171 -0.596 0.832
C -2.628 0.643 1.574
C -3.089 -1.648 0.780
C -2.822 -2.836 0.121
C -3.823 -3.969 0.103
C -1.590 -2.968 -0.511
C -0.630 -1.963 -0.484
C 0.668 -2.233 -1.212
C -0.588 1.261 -2.676
C -1.960 1.504 -2.076
C -0.475 1.348 -4.064
H 1.827 1.023 -6.582
H 0.573 2.267 -6.562
H 0.123 0.572 -6.716
H 2.808 0.701 -4.452
H 3.909 0.338 -2.510
H 2.983 -0.504 -1.257
H 3.324 1.203 -1.088
H -2.230 2.424 5.203
H -3.428 4.597 4.958
H -2.714 6.204 3.204
H -0.813 5.633 1.714
H 0.326 3.453 1.953
H -2.011 1.511 1.378
H -2.604 0.475 2.653
H -3.658 0.880 1.294
H -4.051 -1.518 1.277
H -4.773 -3.665 0.548
H -3.450 -4.830 0.665
H -4.018 -4.307 -0.918
H -1.353 -3.897 -1.031
H 0.797 -3.307 -1.366
H 1.524 -1.867 -0.648
H 0.684 -1.738 -2.188
H -1.893 1.999 -1.111
H -2.495 0.564 -1.918
H -2.564 2.130 -2.738
H -1.362 1.589 -4.646

Properties
- 2S+1: 2
- ⟨S²⟩: 0.76
- Charge: -1
- ΔE to the lowest compared entry with this formula, charge and spin: 7.8 kcal per mole
- HOMO-LUMO gap (alpha / beta): 7.13 / 6.62 eV

Atom charges from the Löwdin analysis, given in e for atoms 1 to 4:
1 Cu 0.277
2 Cl 0.656
3 C -0.709
4 C -0.288